16
Properties=species:S:1:pos:R:3 method="wB97M-V/def2-TZVPD" e_lumo_ha=0.02370 smiles="CC[C@H](N)C(=O)O" orbital_gap_ev=10.22
C -1.68643 -0.95178 0.89723
C -0.45773 -0.05191 0.93887
C 0.20258 0.19426 -0.41085
N 0.80232 -0.99820 -0.99711
C 1.28734 1.27775 -0.36707
O 2.12027 1.37974 0.47876
O 1.39211 1.98389 -1.52905
H -2.36165 -0.67049 0.09744
H -1.39259 -1.99952 0.79395
H -2.16262 -0.89056 1.87327
H -0.72362 0.92643 1.35113
H 0.35273 -0.44875 1.56257
H -0.60221 0.54534 -1.06915
H 1.00747 -1.71620 -0.30894
H 1.69640 -0.81348 -1.43292
H 0.52562 2.23349 -1.87812



11
Properties=species:S:1:pos:R:3 method="wB97M-V/def2-TZVPD" e_lumo_ha=-0.41308 total_charge=+2 orbital_gap_ev=6.43
O 3.54546 -0.04358 -0.94813
C 4.57131 -0.50754 -1.05796
C -1.72403 0.68807 -0.71459
C -1.49178 1.86509 -0.87695
H -1.27789 2.85952 -1.23404
Na 1.16579 0.80385 -0.56913
O -1.70881 -1.45289 1.82775
C -1.23572 -0.89745 0.82916
O 0.00942 -0.71218 0.68475
O -2.08522 -0.42004 -0.09939
Mg 0.23147 -2.18285 2.15853



39
Properties=species:S:1:pos:R:3 method="wB97M-V/def2-TZVPD" e_lumo_ha=-0.01898 orbital_gap_ev=8.30
C 4.76782 -1.87575 -3.27281
H 3.95790 -1.08265 -3.74391
O 5.41590 -1.20536 -2.38405
C 4.89341 -0.65759 -1.20569
C 3.58070 -0.53098 -0.95676
C 3.08818 -0.21349 0.23307
C 3.93338 0.30368 1.28494
C 5.22508 0.52162 0.80258
C 5.80688 -0.04484 -0.33372
H 6.78682 -0.03671 -0.39357
H 5.86781 0.76349 1.46435
H 3.47677 0.82177 1.83791
C 1.60427 -0.07370 0.43295
N 0.70699 -0.88772 -0.54444
O -0.46134 -0.53978 0.01894
C -0.21174 -0.10639 1.32280
N 0.95456 0.29765 1.61631
C -1.38996 0.27243 2.21143
N -2.73924 0.61924 1.26841
C -3.49208 -0.38056 0.87742
C -4.40095 0.61672 0.15162
C -3.92907 1.69384 0.39309
N -2.93583 1.78134 1.04637
C -4.61232 2.95645 -0.03201
H -4.72694 3.24409 -1.44045
H -5.76352 3.21161 0.27891
H -4.05969 4.09183 0.41380
N -5.65780 0.07023 -0.64231
O -5.76388 -1.15241 -0.45523
O -6.31859 0.94693 -0.94023
C -3.42500 -1.73677 0.88660
H -3.33160 -1.88322 2.00735
H -2.52431 -2.11429 0.51185
H -4.21067 -2.11305 0.62466
H -1.56874 -0.49732 2.85812
H -1.24236 1.06724 2.56633
H 2.87991 -1.06280 -1.83253
H 4.27118 -2.92169 -2.81949
H 5.54806 -2.16309 -4.11263



20
Properties=species:S:1:pos:R:3 method="wB97M-V/def2-TZVPD" e_lumo_ha=-0.12345 total_charge=+1 orbital_gap_ev=10.96
O 3.15501 -0.41974 0.66565
C 2.14259 -0.06583 1.18538
C 0.79086 -0.32529 0.53845
C 0.85201 -0.33909 -0.98595
C -0.44478 -0.83655 -1.58406
O 1.11527 1.01443 -1.29199
N -0.15269 0.79605 0.97326
H 2.17490 0.42000 2.17675
H 0.40762 -1.23922 1.00218
H 1.72948 -0.95194 -1.21924
H -0.42249 -0.95473 -2.66738
H -1.27166 -0.14319 -1.38946
H -0.72171 -1.82270 -1.20237
H 1.48458 1.12102 -2.18436
H -1.11088 0.49433 1.24948
H 0.26559 1.34853 1.72445
H -0.23305 1.42659 0.16730
H -3.60627 0.86848 0.96148
H -3.27855 -0.63160 0.90344
O -2.87582 0.24042 0.97697



18
Properties=species:S:1:pos:R:3 method="wB97M-V/def2-TZVPD" e_lumo_ha="-0.11895 / -0.31223" multiplicity=3 total_charge=+1 orbital_gap_ev="9.00 / 7.30"
C -1.85179 -1.04908 -0.05567
C -1.42992 1.38242 0.24579
C -0.56551 1.57428 -0.78192
C -1.44770 -0.03842 0.86706
C 0.45114 0.59804 -1.03685
C 0.10346 -0.13527 1.16294
C 1.96059 -1.02705 -0.44512
N -2.06474 -1.91258 -0.77822
N 0.70647 -0.34888 -0.18044
H -2.15094 2.09626 0.59122
H -0.63215 2.47045 -1.21843
H -1.96348 -0.19664 1.72669
H 1.03381 0.65144 -1.96390
H 0.56074 0.80140 1.58573
H 0.54754 -0.93079 1.80850
H 1.72472 -2.08697 -0.89312
H 2.53312 -0.48328 -1.19722
H 2.48464 -1.36533 0.56296